[1]
Entry from OMol25: a molecular structure, C12H20GaN8O4S2 in a non-equilibrium geometry (ωB97M-V/def2-TZVPD).

XYZ file:
```
47
Properties=species:S:1:pos:R:3:forces:R:3
Ga -0.4447 -0.7951 0.1081 0.18 -0.12 -0.22
N -0.1815 -1.1369 2.3529 -0.15 -0.15 0.08
N -0.6438 -2.4497 2.6273 -0.02 -0.09 0.03
C -0.8500 -3.3190 1.6156 -0.17 0.28 -0.07
N -1.3607 -4.5089 1.7917 0.03 0.17 0.09
N -0.4717 -2.7681 0.4485 0.31 -0.43 -0.42
N -0.8850 -3.1465 -0.7977 -0.38 -0.06 -0.60
O -0.7088 -2.1539 -1.5721 -0.31 -0.66 0.27
O -1.3452 -4.2062 -1.1048 0.46 0.69 0.49
H 0.7176 -1.0152 2.8077 0.18 0.08 0.08
H -0.8284 -0.4723 2.7712 -0.13 0.10 0.11
H -0.8745 -2.6971 3.5775 0.02 0.04 0.19
H -1.6623 -4.8377 2.6989 -0.02 -0.02 0.04
H -1.5125 -5.1147 0.9997 -0.01 -0.15 -0.17
O 0.5194 3.0650 -1.1415 -0.06 -0.21 -0.04
S -0.2841 2.5036 -0.1091 -0.31 0.30 0.12
O 0.3367 2.2033 1.1656 -0.18 -0.06 -0.26
N -0.9912 0.9839 -0.5650 0.65 -0.04 0.79
C -2.2435 0.9559 -0.0724 -0.17 0.28 0.17
S -2.7920 -0.5407 0.5102 -0.18 0.14 -0.29
C -2.8390 2.2706 0.0995 0.20 0.02 -0.11
C -4.1687 2.6132 0.2594 -0.17 -0.04 0.04
C -4.4857 3.9646 0.3581 -0.03 0.02 0.01
C -3.4966 4.9407 0.3087 -0.06 0.01 0.01
C -2.1475 4.6066 0.1640 0.12 0.01 0.08
C -1.8549 3.2693 0.0688 -0.07 -0.17 -0.13
H -4.9418 1.8535 0.2716 0.02 0.06 0.01
H -5.5208 4.2600 0.4671 0.02 0.01 -0.01
H -3.7701 5.9849 0.3862 -0.02 -0.02 0.00
H -1.3803 5.3706 0.1436 -0.02 -0.04 -0.02
N 4.0048 -0.3598 -2.0535 -0.16 -0.09 0.27
C 3.6778 0.6148 -0.9513 -0.16 -0.13 0.04
C 2.1888 0.5655 -0.6355 0.33 -0.30 -0.12
N 1.6911 -0.8051 -0.2714 -0.11 0.39 -0.37
C 2.0919 -1.7750 -1.3394 0.24 0.21 0.06
C 3.5854 -1.7479 -1.6450 -0.09 0.10 0.05
H 5.0026 -0.3351 -2.2726 0.12 -0.01 0.02
H 3.5191 -0.0885 -2.9101 -0.02 0.05 -0.15
H 3.9587 1.6184 -1.2626 0.01 0.02 -0.06
H 4.2858 0.3350 -0.0915 0.06 -0.01 -0.02
H 1.6125 0.9149 -1.4920 -0.04 -0.03 -0.05
H 1.9992 1.2493 0.1846 0.01 -0.01 0.09
H 2.1387 -1.0836 0.5986 0.08 -0.05 0.06
H 1.5202 -1.5435 -2.2347 -0.07 0.04 -0.07
H 1.8342 -2.7839 -1.0366 -0.03 -0.10 0.06
H 3.8156 -2.4421 -2.4492 0.01 0.01 -0.08
H 4.1853 -2.0170 -0.7774 0.07 0.01 0.03
```
Forces are in eV/Å.

## Properties
HOMO level ... -17.7 eV
ΔE to the lowest compared entry with this formula, charge and spin ... 0.0 kcal per mole
Charge ... +3



[2]
Entry from OMol25: a molecular structure, C38H50N4P3V in a non-equilibrium geometry (ωB97M-V/def2-TZVPD).

XYZ file:
```
96
Properties=species:S:1:pos:R:3:forces:R:3
V 0.1517 -0.4092 0.2092 -2.55 2.67 -2.30
C 2.9131 -0.1681 -2.0047 -0.01 0.02 0.06
C 1.9035 0.8243 -1.5025 0.06 0.19 -0.09
C 2.1687 1.5782 -0.3565 -0.04 0.22 -0.17
C 1.3947 2.6930 -0.0294 0.05 -0.04 0.02
C 1.8037 3.5697 1.1175 0.05 0.00 -0.05
C 0.3245 3.0316 -0.8485 0.03 -0.26 -0.17
C 0.0157 2.2802 -1.9806 0.05 0.17 -0.01
C -1.0757 2.7426 -2.9005 0.04 0.00 0.00
C 0.8004 1.1736 -2.2895 0.02 0.11 0.08
H 3.6640 0.3732 -2.5831 0.04 -0.04 -0.02
H 2.4630 -0.9076 -2.6653 0.00 -0.08 0.00
H 3.4219 -0.6695 -1.1833 0.01 -0.06 -0.03
H 3.0669 1.3735 0.2161 -0.10 -0.14 0.11
H 2.7725 4.0200 0.8977 0.02 0.04 0.07
H 1.9119 2.9929 2.0363 0.01 0.03 0.06
H 1.0878 4.3766 1.2722 0.02 0.00 0.07
H -0.2497 3.9264 -0.6429 -0.02 0.08 0.07
H -0.8132 3.7190 -3.3083 -0.09 0.04 -0.04
H -2.0271 2.8442 -2.3774 -0.06 0.03 0.00
H -1.2085 2.0576 -3.7330 -0.04 -0.02 -0.08
H 0.6289 0.6392 -3.2180 -0.07 -0.07 0.02
C -2.6774 -0.3644 -2.7240 0.35 0.27 0.25
P -1.6989 -1.0205 -1.3057 -0.79 -0.97 -0.26
C -1.2635 -2.6268 -2.0984 0.08 0.15 0.01
C -2.9954 -1.5942 -0.1442 -0.21 -0.01 0.20
C -4.3590 -1.4798 -0.3935 0.07 0.02 -0.07
C -5.2891 -1.9831 0.5019 -0.03 -0.03 0.11
C -4.8662 -2.5863 1.6755 -0.08 -0.02 0.04
C -3.5134 -2.6683 1.9592 0.04 -0.13 -0.19
C -2.5745 -2.1781 1.0611 -0.13 0.01 0.11
P -0.7795 -2.1856 1.3771 -0.68 -0.87 0.49
C -0.4138 -3.9866 1.2793 0.12 0.21 -0.08
C -0.5174 -2.0009 3.1840 -0.04 0.20 -0.22
H -3.1745 0.5718 -2.4755 -0.05 0.01 -0.03
H -3.4022 -1.0955 -3.0858 0.05 0.00 0.15
H -1.9694 -0.1711 -3.5296 -0.01 0.06 -0.03
H -2.1609 -3.1921 -2.3535 0.02 0.03 0.03
H -0.6268 -3.2166 -1.4432 0.02 -0.06 -0.05
H -0.7155 -2.4008 -3.0131 0.10 -0.09 -0.05
H -4.7079 -0.9788 -1.2823 -0.07 -0.04 -0.17
H -6.3440 -1.9082 0.2822 -0.07 0.06 0.00
H -5.5892 -2.9691 2.3792 -0.07 -0.05 0.06
H -3.1882 -3.1097 2.8912 -0.02 -0.06 0.07
H -0.9549 -4.4758 2.0911 -0.04 -0.01 -0.05
H 0.6556 -4.1380 1.4153 -0.03 -0.09 0.04
H -0.7141 -4.4291 0.3306 -0.01 0.06 0.04
H -1.2641 -2.5400 3.7653 0.01 0.01 0.04
H -0.4995 -0.9476 3.4598 -0.07 0.00 0.09
H 0.4667 -2.4181 3.4032 0.02 0.01 -0.03
C -3.0496 2.1902 4.2640 0.00 0.02 0.15
N -2.1127 3.0590 3.5739 0.08 0.30 0.34
C -2.8504 3.9608 2.7067 0.03 0.14 0.07
N -3.7017 3.2567 1.7626 -0.18 0.18 -0.11
C -4.6033 2.3884 2.4975 -0.21 -0.08 0.04
N -3.8926 1.4486 3.3452 -0.26 0.08 0.28
C -3.1502 0.4828 2.5800 0.16 -0.54 -0.30
P -1.7826 1.2121 1.4848 -0.22 0.43 0.99
C -1.1028 2.3245 2.8521 0.39 -0.24 -0.30
C -2.9433 2.5329 0.7736 0.35 -0.29 -0.71
H -3.6952 2.8069 4.8958 0.09 -0.04 0.00
H -2.4990 1.4895 4.8969 -0.01 0.04 0.01
H -2.1459 4.5893 2.1550 -0.05 0.03 0.06
H -3.4864 4.5912 3.3346 0.07 0.02 -0.09
H -5.2284 1.8351 1.7917 -0.01 0.03 0.03
H -5.2460 3.0040 3.1340 0.04 -0.03 -0.10
H -3.8661 -0.0368 1.9355 0.23 -0.08 0.05
H -2.7106 -0.2391 3.2778 -0.05 0.00 -0.21
H -0.4160 3.0462 2.4003 0.05 -0.18 0.05
H -0.5360 1.7070 3.5614 0.01 0.07 -0.16
H -3.6460 2.0223 0.1026 0.13 0.08 -0.04
H -2.3565 3.2465 0.1853 -0.04 -0.15 -0.01
N 1.5704 -1.0101 0.8177 2.85 -1.23 2.12
C 2.6172 -1.6619 1.1531 0.03 -0.27 -0.27
C 3.6263 -1.0395 2.0103 0.21 0.44 0.28
C 3.2543 0.0129 2.8538 -0.05 -0.23 -0.06
C 4.1994 0.6509 3.6311 0.07 0.09 0.07
C 5.5269 0.2483 3.5808 0.04 0.01 0.03
C 5.9056 -0.7804 2.7324 0.13 0.14 0.10
C 4.9694 -1.4121 1.9393 -0.22 0.10 0.01
C 2.7982 -3.0351 0.6563 0.03 -0.22 -0.36
C 3.4672 -4.0087 1.4034 -0.15 0.08 -0.11
C 3.5604 -5.3049 0.9309 -0.05 -0.12 0.01
C 2.9855 -5.6566 -0.2804 -0.01 -0.01 -0.04
C 2.3055 -4.7018 -1.0228 -0.09 -0.11 -0.05
C 2.2098 -3.4049 -0.5584 0.22 0.14 0.15
H 2.2081 0.3040 2.8891 0.10 0.03 -0.01
H 3.9109 1.4698 4.2754 -0.03 0.01 0.08
H 6.2639 0.7386 4.1986 0.06 0.05 0.04
H 6.9393 -1.0838 2.6774 0.13 -0.01 0.01
H 5.2802 -2.1809 1.2488 0.03 -0.08 -0.02
H 3.8909 -3.7593 2.3651 0.04 0.05 0.03
H 4.0760 -6.0508 1.5170 0.05 -0.07 0.05
H 3.0681 -6.6691 -0.6441 0.01 -0.09 -0.04
H 1.8472 -4.9778 -1.9625 0.00 0.00 -0.08
H 1.6802 -2.6426 -1.1213 0.09 -0.10 -0.09
```
Forces are in eV/Å.

## Properties
<S²> ... 0.776
HOMO level (spin up / spin down) ... -9.1 / -8.6 eV
ΔE to the lowest compared entry with this formula, charge and spin ... 17.7 kcal per mole
Multiplicity ... 2
Charge ... +1



[3]
Entry from OMol25: 3 unconnected molecules or ions with the total composition C5H10O2 (ωB97M-V/def2-TZVPD).

XYZ file:
```
17
Properties=species:S:1:pos:R:3:forces:R:3
C -0.8796 1.0312 -1.0589 0.20 0.23 -0.15
C 0.0823 1.8944 -1.0696 -0.19 -0.12 -0.19
C -0.8630 1.9905 0.0923 -0.17 0.17 0.31
H -1.3878 0.1920 -1.5001 0.09 0.16 0.03
H 0.9348 2.3191 -1.5760 -0.12 -0.03 0.09
H -1.6021 2.7943 0.1337 0.10 -0.09 -0.01
H -0.5606 1.6474 1.0907 -0.04 0.05 -0.21
C 1.9960 0.3390 0.3935 0.17 -0.32 -0.12
O 2.2879 -0.6957 -0.1603 -0.07 0.44 0.28
H 2.6066 1.2532 0.2745 -0.02 -0.13 0.00
H 1.1231 0.4236 1.0633 0.08 -0.08 -0.11
C -1.0399 -2.1726 0.6783 -0.21 -0.18 0.28
O -0.3553 -1.6100 -0.4154 0.21 -0.10 -0.05
H -1.4045 -3.1807 0.4380 0.07 0.13 0.07
H -1.9087 -1.5445 0.9135 0.13 -0.10 -0.03
H -0.4173 -2.2376 1.5801 -0.07 0.02 -0.14
H 0.6030 -1.6255 -0.2682 -0.15 -0.04 -0.06
```
Forces are in eV/Å.

## Properties
HOMO level ... -9.4 eV
ΔE to the lowest compared entry with this formula, charge and spin ... 117.9 kcal per mole